{"formula": "C21H36F4N4O4", "method": "ωB97M-V/def2-TZVPD", "de_lowest_kcal_mol": 41.99, "multiplicity": 2, "charge": 1, "molar_mass_g_mol": 484.5, "energy_ev": -47368.74955, "lumo_ev": [-3.48, -3.48], "orbital_gap_ha": [0.28001, 0.30420], "s_squared": 0.754, "species": ["C", "C", "N", "C", "C", "N", "C", "C", "O", "O", "C", "N", "C", "C", "F", "F", "C", "F", "F", "C", "C", "O", "H", "H", "H", "H", "H", "H", "H", "H", "H", "H", "H", "H", "H", "H", "H", "H", "H", "H", "C", "C", "C", "C", "C", "C", "N", "O", "C", "C", "C", "H", "H", "H", "H", "H", "H", "H", "H", "H", "H", "H", "H", "H", "H", "H", "H", "H", "H"], "coordinates": [[-2.815596, 0.100555, -3.339920], [-1.724122, -0.159322, -2.216166], [-1.727405, -1.571343, -1.774977], [-0.548974, -1.951311, -1.001274], [0.829927, -1.857766, -1.750544], [1.980985, -2.102768, -0.816413], [2.183020, -3.161632, 0.067556], [1.253155, -4.376378, 0.329681], [0.795763, -4.867276, -0.955670], [1.717467, -5.781812, -1.427489], [3.427594, -3.054180, 0.775127], [3.945594, -1.872345, 0.222057], [3.111531, -1.336151, -0.685025], [3.480663, -0.035231, -1.459521], [4.599984, 0.485673, -0.849750], [2.487851, 0.901105, -1.443297], [3.889871, -0.454613, -2.955198], [5.245476, -0.262607, -3.060364], [3.638878, -1.796563, -3.194386], [-2.101439, -2.525655, -2.811489], [-1.242435, -2.920158, -4.051325], [-3.190667, -3.031424, -2.726014], [-2.422714, -0.210652, -4.342510], [-3.071544, 1.192324, -3.398340], [-3.782858, -0.411150, -3.085771], [-0.729213, 0.249329, -2.529584], [-2.075396, 0.450026, -1.336062], [-0.749011, -2.952952, -0.548950], [-0.491410, -1.231455, -0.131373], [1.040836, -0.853729, -2.202171], [0.967379, -2.596501, -2.578692], [0.341931, -4.115488, 0.925305], [1.759362, -5.234831, 0.837836], [2.476954, -5.290904, -1.807072], [3.864122, -3.714988, 1.548113], [4.856515, -1.524964, 0.527412], [3.330845, 0.134164, -3.722007], [-0.674265, -2.058066, -4.486073], [-0.459278, -3.651466, -3.687693], [-1.823931, -3.489112, -4.821034], [0.142915, 1.608389, 3.822546], [0.117856, 2.135954, 2.362850], [0.403919, 3.648650, 2.344826], [-0.772665, 4.504820, 2.801939], [-2.036668, 4.139951, 2.031516], [-2.362040, 2.640207, 2.097514], [-1.191414, 1.786316, 1.734811], [-1.042584, 1.840598, 0.418717], [-2.861425, 2.286988, 3.515245], [-3.582256, 2.360136, 1.199649], [1.304054, 1.427287, 1.680956], [-0.548563, 0.774887, 3.960624], [1.128273, 1.227750, 4.099070], [-0.097878, 2.380053, 4.554188], [0.675253, 3.959146, 1.328880], [1.273288, 3.869144, 2.971034], [-0.933693, 4.394528, 3.877887], [-0.538443, 5.559818, 2.638449], [-2.876393, 4.722039, 2.420419], [-1.912200, 4.449490, 0.987745], [-3.040745, 1.213531, 3.612228], [-3.804491, 2.794458, 3.727324], [-2.180338, 2.589695, 4.307964], [-3.424892, 2.677310, 0.167950], [-4.456277, 2.903917, 1.561954], [-3.833618, 1.295843, 1.197916], [1.152079, 0.343934, 1.644455], [2.228744, 1.619339, 2.229913], [1.474754, 1.787437, 0.664500]], "forces_ev_per_a": [[0.3, 0.2, 0.2], [-1.7, 1.2, 0.0], [1.5, -0.2, -0.9], [-0.1, 0.7, 0.9], [0.5, -0.3, -0.6], [2.3, 0.0, 1.6], [1.1, -2.0, 2.5], [-0.5, 0.2, -0.8], [-0.6, 1.3, 1.0], [1.3, -1.1, -0.5], [-2.9, 1.3, -3.0], [0.0, -0.9, 0.8], [-0.6, 0.5, 0.2], [0.6, -0.9, 0.0], [-1.4, -0.4, -0.4], [0.9, -1.1, -0.1], [0.6, 0.4, -0.4], [-1.5, -0.3, -0.1], [0.1, 1.2, 0.6], [-1.1, -0.7, -0.9], [1.2, -0.2, 0.6], [0.5, 0.1, 0.1], [-0.6, 0.1, 0.8], [0.5, -0.9, 0.1], [1.1, 0.2, -0.3], [-0.6, -0.4, 0.1], [0.7, -0.6, -0.7], [0.4, 0.7, -0.7], [0.0, -0.6, -0.8], [-0.5, -0.8, 0.6], [-0.4, 0.5, 0.8], [0.8, -0.1, -0.6], [-0.1, 1.0, -0.3], [-0.6, 0.1, 0.1], [-0.2, 0.8, -0.8], [-0.5, 0.4, -0.6], [0.6, -0.3, 0.6], [-0.6, -0.6, 0.3], [-0.7, 0.6, -0.3], [0.2, 0.9, 0.8], [-0.2, 0.0, 0.3], [1.2, -0.7, 1.7], [-0.3, 0.3, -0.3], [0.0, 0.0, 0.0], [0.5, 0.2, -0.1], [-1.9, 0.0, 1.3], [0.8, 2.0, -2.8], [-0.2, -0.9, 1.0], [0.3, 0.0, 0.3], [0.4, -0.3, -0.5], [-0.3, 0.0, -0.8], [0.0, 0.1, -0.1], [0.0, 0.2, -0.2], [-0.1, -0.1, 0.0], [-0.1, -0.2, 0.0], [0.0, -0.3, 0.0], [0.0, 0.0, 0.0], [0.0, -0.1, 0.0], [-0.1, -0.3, 0.0], [0.0, -0.2, 0.0], [0.0, 0.0, -0.1], [0.1, 0.0, -0.2], [0.0, -0.1, 0.0], [0.1, -0.1, 0.1], [0.2, 0.0, 0.2], [0.1, 0.1, 0.0], [-0.1, 0.0, 0.0], [-0.2, 0.1, 0.2], [-0.2, -0.1, 0.1]]}